Record 1
This record from the OMol25 dataset describes a cluster of 3 separate species, C17H44N4O4P in total. The level of theory is the ωB97M-V functional and the def2-TZVPD basis.

Structure (XYZ):
```
70
C17H44N4O4P | the OMol25 dataset | the ωB97M-V functional and the def2-TZVPD basis
C 4.0697 2.0833 0.9015
C 3.5502 1.9771 -0.5474
C 3.9228 3.2058 -1.3705
C 2.0332 1.7591 -0.5754
C 1.6471 0.4093 0.0243
C 0.1678 0.0969 0.0000
C -0.6914 1.1961 0.6761
N -1.5306 1.9807 -0.3063
P -2.5609 3.2079 0.6962
N -2.4220 4.4031 -0.4901
O -4.0477 2.6007 0.6010
C -2.2429 1.1483 -1.3452
C -1.6249 -0.2376 -1.4125
O -0.2289 -0.0961 -1.3485
H 4.5767 3.0376 1.0520
H 3.2682 2.0113 1.6387
H 4.7977 1.3006 1.1119
H 4.0044 1.0979 -1.0140
H 3.7943 3.0365 -2.4404
H 4.9645 3.4820 -1.2019
H 3.3127 4.0638 -1.0725
H 1.5737 2.6010 -0.0383
H 1.7008 1.7730 -1.6191
H 2.0343 0.3050 1.0412
H 2.1442 -0.3632 -0.5692
H -0.0253 -0.8365 0.5434
H -1.3538 0.7984 1.4445
H -0.0473 1.9364 1.1487
H -0.8659 2.5608 -0.8195
H -3.0515 5.1793 -0.3052
H -2.5264 4.1325 -1.4626
H -4.4510 2.5342 -0.2779
H -2.0924 1.6490 -2.3004
H -3.3056 1.0721 -1.1328
H -1.9886 -0.8649 -0.5896
H -1.9162 -0.6887 -2.3596
C 5.7663 -3.4954 4.2734
C 6.3948 -2.3041 3.5586
C 5.3911 -1.2153 3.1633
O 4.5839 -1.5273 2.0382
C 3.4502 -2.3259 2.3119
N 7.1866 -2.7902 2.4302
H 5.2440 -4.1489 3.5738
H 6.5420 -4.0906 4.7521
H 5.0583 -3.1745 5.0398
H 7.0898 -1.8273 4.2572
H 5.9502 -0.3213 2.8761
H 4.7521 -0.9474 4.0157
H 3.0280 -2.0933 3.2953
H 3.6761 -3.3932 2.2664
H 2.7040 -2.1070 1.5459
H 7.7229 -2.0313 2.0230
H 6.5561 -3.0992 1.6965
C -7.7047 -1.7295 -1.7592
C -6.2839 -2.2806 -1.7038
C -5.2023 -1.1941 -1.7176
O -4.9418 -0.5794 -2.9659
C -5.8436 0.4458 -3.3421
N -6.1154 -3.2711 -2.7622
H -7.9638 -1.3985 -2.7653
H -8.4126 -2.5089 -1.4842
H -7.8376 -0.8895 -1.0747
H -6.1657 -2.8036 -0.7494
H -4.2530 -1.6574 -1.4299
H -5.4394 -0.4211 -0.9678
H -6.1801 1.0156 -2.4673
H -6.7227 0.0548 -3.8560
H -5.3153 1.1106 -4.0250
H -5.2282 -3.7537 -2.6667
H -6.0748 -2.7999 -3.6607
```

**HOMO-LUMO gap**: 0.295 Eh
**Spin multiplicity**: 1
**Strongest force on any atom**: 0.01090 Eh/bohr
**Total energy**: -1535.22096 a.u.
**Total charge**: +1

Atom charges from the natural (NBO) analysis, given in e for atoms 1 to 6: number 1, C, carries -0.619; number 2, C, carries -0.218; number 3, C, carries -0.600; number 4, C, carries -0.404; number 5, C, carries -0.422; number 6, C, carries 0.086



Record 2
This record from the OMol25 dataset describes a cluster of 2 separate species, C4H6N2O2 in total. The level of theory is the ωB97M-V functional and the def2-TZVPD basis.

Structure (XYZ):
```
14
C4H6N2O2 | the OMol25 dataset | the ωB97M-V functional and the def2-TZVPD basis
O -0.9414 -2.0350 -0.4611
N -1.1239 -0.6813 -0.8071
C -0.6716 0.2456 -0.0583
C -0.3231 0.7401 1.2918
C -0.7476 1.6448 0.1528
H -0.7929 -2.3885 -1.3031
H 0.8089 0.8044 1.6035
H -1.0298 0.7126 2.1121
H -1.7095 2.2171 0.2918
H -0.0565 2.4053 -0.2038
N 1.6807 -1.5675 -0.9340
C 1.7601 -0.4428 -0.6087
O 1.9576 0.7079 -0.5134
H 1.1891 -2.3627 -0.5626
```

**Structure (SMILES)**: ON=C1CC1.N=C=O
**HOMO-LUMO gap**: 0.393 Eh
**Energy relative to the best compared isomer or geometry (same formula, charge and spin)**: 108.3 kcal/mol
**Spin multiplicity**: 1
**Strongest force on any atom**: 0.06904 Eh/bohr
**Total energy**: -415.86798 a.u.

Atom charges from the natural (NBO) analysis, given in e for atoms 1 to 6: number 1, O, carries -0.566; number 2, N, carries -0.121; number 3, C, carries 0.197; number 4, C, carries -0.478; number 5, C, carries -0.452; number 6, H, carries 0.473



Record 3
This record from the OMol25 dataset describes a cluster of 4 separate species, C3H14O3S2 in total. The level of theory is the ωB97M-V functional and the def2-TZVPD basis.

Structure (XYZ):
```
22
C3H14O3S2 | the OMol25 dataset | the ωB97M-V functional and the def2-TZVPD basis
C -1.3500 -0.6267 1.9683
C -1.6167 -0.5725 0.4689
S -2.1327 1.0650 -0.0255
S -1.3279 1.8219 -1.6220
C 0.4740 1.9048 -1.0973
H -1.6648 0.1672 2.6090
H -0.2956 -0.8313 2.1828
H -1.9140 -1.4577 2.4443
H -0.7351 -0.9310 -0.0841
H -2.4045 -1.3237 0.2582
H 0.7091 2.9360 -0.8126
H 0.5765 1.0779 -0.4068
H 1.1402 1.6503 -1.9159
O 2.4775 -0.8526 1.9304
H 3.2108 -0.2431 2.1300
H 2.9650 -1.6812 1.9906
O 1.5607 -3.1088 0.3272
H 1.5163 -3.0210 -0.6132
H 0.8458 -2.7499 0.8550
O 3.5060 -1.3455 -0.9280
H 3.1860 -2.1660 -0.5293
H 3.2361 -0.6949 -0.2730
```

**Structure (SMILES)**: CCSSC.O.O.O
**HOMO-LUMO gap**: 0.314 Eh
**Energy relative to the best compared isomer or geometry (same formula, charge and spin)**: 26.6 kcal/mol
**Spin multiplicity**: 1
**Strongest force on any atom**: 0.05611 Eh/bohr
**Total energy**: -1144.75286 a.u.

Atom charges from the natural (NBO) analysis, given in e for atoms 1 to 6: number 1, C, carries -0.637; number 2, C, carries -0.580; number 3, S, carries 0.087; number 4, S, carries 0.086; number 5, C, carries -0.734; number 6, H, carries 0.230



Record 4
This record from the OMol25 dataset describes a structure of composition C42H40AsBrF3N2O4P2SV. The level of theory is the ωB97M-V functional and the def2-TZVPD basis.

Structure (XYZ):
```
97
C42H40AsBrF3N2O4P2SV | the OMol25 dataset | the ωB97M-V functional and the def2-TZVPD basis
V -0.9104 1.0474 -0.4257
O -0.4001 -0.5054 -1.2292
P 0.7175 -1.5842 -1.4761
C 0.7233 -2.8065 -0.1503
P 1.1144 -2.0138 1.4508
O 0.4013 -0.6743 1.2759
C 2.8798 -1.9386 1.6254
C 3.6389 -3.0986 1.4340
C 5.0103 -3.0607 1.6151
C 5.6247 -1.8701 1.9868
C 4.8732 -0.7184 2.1708
C 3.4974 -0.7449 1.9894
C 0.3984 -3.0035 2.7336
C -0.9953 -2.9911 2.8566
C -1.6058 -3.7709 3.8207
C -0.8313 -4.5640 4.6616
C 0.5502 -4.5747 4.5447
C 1.1729 -3.7934 3.5824
C 2.2979 -0.7854 -1.5752
C 2.4571 0.5680 -1.2899
C 3.7124 1.1483 -1.3499
C 4.8138 0.3729 -1.6861
C 4.6661 -0.9833 -1.9496
C 3.4122 -1.5671 -1.8945
C 0.3007 -2.4146 -2.9869
C 1.0834 -2.2909 -4.1357
C 0.6967 -2.9420 -5.2983
C -0.4647 -3.7006 -5.3168
C -1.2532 -3.8156 -4.1762
C -0.8753 -3.1752 -3.0103
H 1.4130 -3.6087 -0.4230
H -0.2793 -3.2353 -0.0716
H 3.1653 -4.0362 1.1631
H 5.5995 -3.9575 1.4786
H 6.6958 -1.8445 2.1385
H 5.3581 0.2021 2.4678
H 2.9109 0.1539 2.1315
H -1.5928 -2.3581 2.2104
H -2.6824 -3.7633 3.9232
H -1.3103 -5.1720 5.4173
H 1.1458 -5.1860 5.2085
H 2.2518 -3.7895 3.5129
H 1.6189 1.1896 -0.9899
H 3.8336 2.1987 -1.1218
H 5.7952 0.8258 -1.7361
H 5.5288 -1.5855 -2.2001
H 3.3058 -2.6260 -2.1021
H 1.9882 -1.6979 -4.1259
H 1.3085 -2.8648 -6.1868
H -0.7572 -4.2125 -6.2240
H -2.1521 -4.4166 -4.1963
H -1.4917 -3.2729 -2.1236
Br -7.2425 2.0019 3.1543
C -5.8653 1.7319 1.9169
C -5.6885 2.6376 0.8781
C -4.6707 2.4325 -0.0406
C -3.8497 1.3222 0.0930
C -4.0127 0.4217 1.1336
C -5.0304 0.6254 2.0482
N -2.8034 1.1285 -0.8844
C -3.1169 1.0532 -2.1301
C -2.0671 1.1614 -3.1348
C -2.3016 1.0212 -4.4860
C -1.2501 1.2707 -5.3665
C -0.0357 1.6752 -4.8506
C 0.1223 1.7820 -3.4685
N -0.8645 1.5140 -2.6277
H -6.3422 3.4939 0.7882
H -4.5110 3.1352 -0.8506
H -3.3577 -0.4364 1.2254
H -5.1855 -0.0728 2.8585
H -4.1636 1.0043 -2.4209
H -3.2825 0.7342 -4.8413
H -1.3924 1.1711 -6.4340
H 0.7948 1.9173 -5.4990
H 1.0648 2.0974 -3.0390
F -1.2729 0.2066 3.6146
C -0.1100 0.8306 3.4648
F 0.8728 0.0601 3.8951
F -0.1258 1.9473 4.2047
C 0.1271 1.2657 1.9973
O 1.1044 1.8702 1.6658
O -1.0535 1.3659 1.2522
C -1.3552 6.3202 0.3366
As -0.8400 4.6441 1.1075
C 0.8080 4.9668 2.0270
C -2.2434 4.1830 2.3310
S -0.6504 3.4092 -0.6885
H -1.3957 7.0703 1.1258
H -2.3333 6.2177 -0.1292
H -0.6219 6.6141 -0.4121
H 0.5957 5.7313 2.7749
H 1.5276 5.3435 1.3027
H 1.1775 4.0604 2.4967
H -2.5210 5.1200 2.8147
H -1.9086 3.4722 3.0761
H -3.0896 3.7856 1.7725
```

**HOMO-LUMO gap (alpha / beta)**: 0.208 / 0.220 Eh
**Spin multiplicity**: 2
**Strongest force on any atom**: 0.04319 Eh/bohr
**Expectation value of S²**: 0.77
**Total energy**: -9168.53734 a.u.
**Total charge**: +3

Atom charges from the Mulliken analysis, given in e for atoms 1 to 6: number 1, V, carries 1.303; number 2, O, carries 0.565; number 3, P, carries 0.160; number 4, C, carries -1.089; number 5, P, carries 0.872; number 6, O, carries -0.520



Record 5
This record from the OMol25 dataset describes a structure of composition C13H15CaNTe. The level of theory is the ωB97M-V functional and the def2-TZVPD basis.

Structure (XYZ):
```
31
C13H15CaNTe | the OMol25 dataset | the ωB97M-V functional and the def2-TZVPD basis
C 1.0849 -1.3241 -1.7426
C 0.7571 0.0086 -2.1417
C -0.6542 0.1481 -2.0882
C -1.2074 -1.0812 -1.6415
C -0.1255 -1.9777 -1.3935
Ca 0.4625 -0.1199 0.5901
N 1.0376 -3.3458 0.7838
C 1.2444 1.5875 1.6251
C 1.5586 2.0552 0.3867
H -1.2327 1.0171 -2.3995
H 1.4620 0.7609 -2.4839
H -2.2710 -1.3255 -1.5323
H -0.2376 -3.0015 -1.0096
H 2.0748 -1.7903 -1.7568
H 2.4135 1.6899 -0.2124
H 0.4287 2.0508 2.2071
H 1.7142 -3.6331 1.5370
H 1.0166 2.9113 -0.0301
H 1.7705 0.7182 2.1503
Te -2.1106 -1.1509 2.0232
C -3.3537 0.4103 2.6247
C -4.3666 0.0912 3.5658
C -4.9927 1.1175 4.2750
C -4.6665 2.4567 4.0098
C -3.7515 2.7792 2.9915
C -3.1242 1.7613 2.2535
H -4.5832 -0.9569 3.7353
H -5.7342 0.8841 5.0387
H -5.1325 3.2590 4.5854
H -3.5247 3.8287 2.7686
H -2.4271 1.9653 1.4348
```

**HOMO-LUMO gap (alpha / beta)**: 0.091 / 0.092 Eh
**Energy relative to the best compared isomer or geometry (same formula, charge and spin)**: 12.7 kcal/mol
**Spin multiplicity**: 1
**Strongest force on any atom**: 0.14763 Eh/bohr
**Total energy**: -1504.45421 a.u.
**Total charge**: -2

Atom charges from the natural (NBO) analysis, given in e for atoms 1 to 6: number 1, C, carries -0.413; number 2, C, carries -0.463; number 3, C, carries -0.428; number 4, C, carries -0.368; number 5, C, carries -0.334; number 6, Ca, carries 1.248